(1)
An isolated molecule of C5H7N3O in a non-equilibrium geometry. Source: OMol25; level of theory: ωB97M-V/def2-TZVPD.

Calculated values
spin multiplicity: 1
structure (SMILES): [H]/N=C(/N)[C@@H](C)C(=O)C#N

Positions of all 16 atoms, in Å:
H1 -2.59534 0.27935 -0.68797
N1 -2.36442 -0.41915 0.00939
C1 -1.10907 -0.51298 0.17372
N2 -0.60863 -1.36253 1.23501
C2 -0.03627 0.18022 -0.64347
C3 0.03819 1.64467 -0.19645
C4 1.29004 -0.62813 -0.69509
O1 1.39713 -1.63762 -1.38526
C5 2.32325 -0.34864 0.28818
N3 2.95967 0.16986 1.10669
H2 -0.04544 -2.05486 0.78709
H3 -1.16685 -1.50793 2.02325
H4 -0.39083 0.12486 -1.68806
H5 0.63243 1.64543 0.69990
H6 0.57115 2.25201 -0.91133
H7 -0.89502 2.17542 -0.11558

=====

(2)
A cluster of 2 separate species, C5H7N3O in total in a non-equilibrium geometry. Source: OMol25; level of theory: ωB97M-V/def2-TZVPD.

Calculated values
spin multiplicity: 1
structure (SMILES): C/C=C(/O)N=C=N.C#N

Positions of all 16 atoms, in Å:
C1 -0.45704 -1.38945 1.42647
C2 -0.07419 -0.01786 1.88598
C3 0.14509 1.00154 1.04914
O1 0.50671 2.25867 1.43028
N1 0.03668 0.90803 -0.31838
C4 -0.63995 0.21706 -1.04914
N2 -1.41988 -0.18542 -1.86609
H1 -0.23890 -2.11961 2.20163
H2 0.08781 -1.66586 0.52336
H3 -1.52359 -1.44333 1.19850
H4 0.02188 0.14429 2.94858
H5 0.57997 2.29686 2.39111
H6 -1.35149 -0.93978 -2.51637
C5 1.45845 0.32149 -3.08223
N3 0.77260 -0.19467 -3.83057
H7 2.09585 0.80806 -2.39229

=====

(3)
A cluster of 2 separate species, C5H7N3O in total in a non-equilibrium geometry. Source: OMol25; level of theory: ωB97M-V/def2-TZVPD.

Calculated values
spin multiplicity: 1

Positions of all 16 atoms, in Å:
C1 2.23819 -0.10397 0.02959
C2 0.14826 -0.75177 -0.23770
C3 -1.97920 -0.19546 0.05430
C4 -1.27619 1.33928 -0.07245
C5 0.08647 0.53523 -0.39703
H1 3.92629 0.92921 -0.11007
H2 1.77118 -1.94305 -0.22946
H3 -1.43348 -1.82620 1.10085
H4 -2.46094 -0.31481 1.08639
H5 -2.90814 0.07546 -0.50823
H6 -1.46372 1.88951 -0.94471
H7 -1.76710 1.98351 0.74108
N1 3.49910 -0.08615 0.13421
N2 1.46137 -1.13892 -0.29436
N3 -1.20628 -1.48430 -0.23383
O1 1.36420 1.09243 -0.11859

=====

(4)
An isolated molecule of C5H7N3O2S in a non-equilibrium geometry. Source: OMol25; level of theory: ωB97M-V/def2-TZVPD.

Calculated values
spin multiplicity: 1
structure (SMILES): CCOC(=O)/N=c1\[nH]ncs1

Positions of all 18 atoms, in Å:
C1 -4.06539 0.11610 1.00032
C2 -3.39067 -0.07741 -0.49399
O1 -2.27219 -0.85278 -0.36738
C3 -1.24085 -0.04384 -0.22193
O2 -1.24263 1.15204 -0.46214
N1 -0.13249 -0.83848 -0.12466
C4 1.01708 -0.21885 -0.07062
N2 1.32960 1.07839 -0.02335
N3 2.69332 1.40117 0.09967
C5 3.39122 0.36475 0.26272
S1 2.58578 -1.09442 0.07574
H1 -3.18606 0.41034 1.78941
H2 -4.96282 0.86193 0.98042
H3 -4.39637 -0.95377 1.48998
H4 -3.09340 1.10062 -0.70725
H5 -4.23948 -0.47038 -1.07768
H6 0.71474 1.74547 -0.01911
H7 4.40808 0.09032 0.44788

=====

Looking at Kohn-Sham gap for the records above, in order, we have 9.122; 9.178; 8.342; 9.682 eV.
Looking at relative energy (zero: lowest compared OMol25 entry of this formula, charge and spin) for the records above, in order, we have 38.1; 52.2; 156.8; 82.0 kcal per mole.